1.
Below is C3H5P3 in the gas phase at a distorted geometry, with properties calculated with ωB97M-V/def2-TZVPD.

As for the electronic energy: -31054.504 eV. The HOMO energy (alpha / beta) comes out at -6.2 / -8.6 eV. The calculation puts the gap between HOMO and LUMO (alpha / beta) at 6.92 / 6.40 eV. As for the expectation value of S²: 2.0218. For the largest force on an atom, the calculation gives 4.5 eV Å⁻¹. The spin multiplicity is 3. The value obtained for the energy above the lowest of the compared OMol25 structures with the same formula, charge and spin is 0.00 kJ/mol.

```
11
C3H5P3 ωB97M-V/def2-TZVPD
C -2.03506 -0.73975 -0.19172
C -2.11683 0.59408 0.00032
C 2.33149 0.18726 0.08423
P -0.38257 -1.87234 0.11820
P -0.67510 1.60097 0.16964
P 0.56130 -0.07756 0.56453
H -2.89129 -1.40641 -0.52543
H -2.90045 1.26786 -0.15863
H 2.40480 0.35806 -1.06017
H 2.97064 -0.82052 0.26656
H 2.73305 0.90835 0.73247
```

Mulliken atomic charge list, values in e, 5 entries: -0.473, -0.214, -0.884, -0.031, -0.074

---

2.
Below is a gas-phase ion, C4H11N2O2 (charge +2) at a distorted geometry, with properties calculated with ωB97M-V/def2-TZVPD.

As for the electronic energy: -11382.047 eV. The HOMO energy (alpha / beta) comes out at -19.0 / -19.0 eV. The calculation puts the gap between HOMO and LUMO (alpha / beta) at 10.97 / 5.94 eV. As for the expectation value of S²: 0.7557. For the largest force on an atom, the calculation gives 2.6 eV Å⁻¹. The spin multiplicity is 2. Its total charge is +2. The value obtained for the energy above the lowest of the compared OMol25 structures with the same formula, charge and spin is 67.58 kJ/mol.

```
19
C4H11N2O2 ωB97M-V/def2-TZVPD
C -1.43371 -0.00213 -0.73724
O -1.88444 -0.72687 -1.85454
C -0.07105 -0.62068 -0.36600
C 0.92174 0.24033 0.43056
C 0.27856 0.99772 1.68442
N 0.97596 1.01567 2.78741
O -0.81424 1.53976 1.50243
N 0.60876 -0.97231 -1.66617
H -1.38000 1.06842 -0.94702
H -2.07956 -0.15378 0.12666
H -2.50995 -0.18901 -2.35852
H -0.26220 -1.55074 0.16047
H 1.79068 -0.31238 0.78183
H 1.24526 1.12929 -0.12154
H 0.51717 1.16853 3.67901
H 1.89790 0.61889 2.85880
H -0.00983 -1.59142 -2.17764
H 1.45873 -1.51501 -1.54276
H 0.75024 -0.14429 -2.24018
```

Mulliken atomic charge list, values in e, 5 entries: -0.891, -0.517, 0.175, -0.729, 0.571